Record 1
A gas-phase ion, C4H10N3 (charge +1). Source: the OMol25 dataset; level of theory: ωB97M-V/def2-TZVPD.

ORCA input file:
```
! RIJCOSX wB97M-V def2-TZVPD def2/J DEFGRID3
* xyz 1 1
C 1.909 0.054 -0.647
N 0.595 0.170 0.050
C -0.148 -1.142 0.333
C -1.687 -0.710 0.137
N -1.591 0.633 -0.595
N -0.288 1.230 -0.488
C 0.175 1.299 0.853
H 2.597 0.630 -0.134
H 2.297 -1.065 -0.829
H 1.649 0.538 -1.621
H -0.040 -1.300 1.322
H 0.210 -1.976 -0.143
H -2.181 -1.332 -0.569
H -2.199 -0.687 1.190
H -1.742 0.379 -1.602
H 0.911 2.097 1.043
H -0.467 1.182 1.700
*
```

Properties
- relative energy (zero: lowest compared OMol25 entry of this formula, charge and spin) (eV) = 4.691
- E_tot (hartree) = -322.28818
- HOMO energy (eV) = -14.6

The Mulliken scheme yields these atomic charges, measured in e: -0.7464 0.3147 -0.6087 -0.4481 -0.3535 -0.2854 -0.1496 0.3175 0.3041 0.3761 0.3635 0.4974 0.3278 0.2729 0.3271 0.2719 0.2187

---

Record 2
A gas-phase ion, C4H10N3 (charge +1). Source: the OMol25 dataset; level of theory: ωB97M-V/def2-TZVPD.

ORCA input file:
```
! RIJCOSX wB97M-V def2-TZVPD def2/J DEFGRID3
* xyz 1 1
C -1.528 -1.270 -0.402
N -0.787 -0.142 0.143
C -1.244 1.180 0.174
N -0.361 2.078 0.137
C 0.877 1.513 -0.327
N 0.594 -0.021 -0.212
C 1.395 -0.855 0.692
H -1.660 -1.026 -1.382
H -0.868 -2.081 -0.207
H -2.410 -1.257 0.099
H -2.223 1.534 0.372
H 1.051 1.964 -1.275
H 1.709 1.640 0.342
H 0.851 -0.241 -1.104
H 1.055 -0.522 1.631
H 1.128 -1.977 0.514
H 2.420 -0.518 0.804
*
```

Properties
- relative energy (zero: lowest compared OMol25 entry of this formula, charge and spin) (eV) = 3.844
- E_tot (hartree) = -322.31930
- HOMO energy (eV) = -14.2

The Mulliken scheme yields these atomic charges, measured in e: -0.8972 -0.1483 -0.0209 -0.4190 -0.3522 0.1517 -0.7960 0.4201 0.2849 0.3837 0.4454 0.3404 0.2891 0.2608 0.4476 0.2427 0.3671

---

Record 3
2 unconnected molecules or ions with the total composition C4H10N3. Source: the OMol25 dataset; level of theory: ωB97M-V/def2-TZVPD.

ORCA input file:
```
! RIJCOSX wB97M-V def2-TZVPD def2/J DEFGRID3
* xyz 1 1
C -1.737 -0.412 0.333
C 1.366 -0.938 0.440
C 1.484 0.518 0.723
C 0.717 0.219 -1.395
N -2.772 0.351 0.182
N 1.167 -0.987 -1.016
N 0.866 1.138 -0.508
H -2.131 -1.002 1.212
H 2.200 -1.564 0.684
H 0.372 -1.236 0.881
H 0.810 0.940 1.450
H 2.431 0.869 1.045
H 0.260 0.524 -2.323
H -2.879 0.931 -0.697
H 1.075 -1.954 -1.279
H -3.675 0.497 0.747
H 0.448 2.107 -0.481
*
```

Properties
- relative energy (zero: lowest compared OMol25 entry of this formula, charge and spin) (eV) = 3.469
- E_tot (hartree) = -322.33309
- HOMO energy (eV) = -12.7

The Mulliken scheme yields these atomic charges, measured in e: -0.3419 -0.2761 -0.4664 -0.2225 -0.2663 -0.1708 -0.0617 0.1727 0.3656 0.1415 0.3019 0.3394 0.4044 0.2503 0.2880 0.2470 0.2948